# 1
103
Properties=species:S:1:pos:R:3:forces:R:3 method="wB97M-V/def2-TZVPD" spin_multiplicity=1 e_lumo_ev=0.128 energy_ev=-823109.5726
O -1.8795 0.3101 -3.5222 0.38 -0.19 -0.58
P -2.8170 0.1494 -4.8851 -0.59 0.03 0.17
Si -2.0623 1.6731 -6.3903 0.63 -0.16 -0.33
Br -2.1824 -1.8631 -5.6508 0.29 0.59 0.30
H -2.2554 1.0297 -3.0026 -0.05 0.16 0.22
H -0.7546 1.3444 -6.9975 0.01 0.02 -0.07
H -1.9674 3.0008 -5.7530 -0.09 -0.05 0.18
H -3.1290 1.7251 -7.4049 -0.03 -0.02 -0.04
C -3.1774 -0.3236 0.4055 0.09 -0.06 0.09
Cl -4.8607 -0.8194 0.5987 -0.11 -0.03 0.05
Cl -3.0485 1.4350 0.5069 0.04 -0.03 -0.21
Cl -2.1532 -1.0837 1.6174 0.05 0.11 -0.06
H -2.8444 -0.6426 -0.5741 -0.01 0.01 -0.04
C -3.1071 -1.6828 -10.1186 0.02 0.02 -0.06
Cl -1.4749 -1.1953 -10.5904 -0.18 -0.29 -0.10
Cl -3.5620 -0.8677 -8.6226 -0.19 -0.05 -0.24
Cl -4.2782 -1.3721 -11.4026 0.07 -0.43 0.01
H -3.0929 -2.7475 -9.9373 -0.01 -0.05 0.06
C -5.1177 -2.8983 -2.3842 0.11 0.03 0.09
Cl -3.8719 -4.1184 -2.1259 0.10 0.23 -0.10
Cl -4.3838 -1.3763 -2.8970 -0.46 -0.31 0.24
Cl -6.3018 -3.4512 -3.5700 0.02 -0.06 -0.04
H -5.6298 -2.7314 -1.4462 -0.03 0.00 0.03
C -2.9802 -5.2232 2.6705 -0.04 -0.04 -0.19
Cl -3.8990 -6.7006 2.9824 0.00 0.00 0.08
Cl -1.5514 -5.5724 1.6989 0.01 0.01 0.01
Cl -3.9838 -4.0074 1.8846 -0.08 -0.06 0.07
H -2.6536 -4.8270 3.6211 0.01 0.01 0.05
C 1.0852 0.1576 4.0220 -0.06 -0.10 -0.18
Cl 0.1600 -1.3193 4.3081 0.00 -0.01 0.05
Cl 2.4912 -0.1791 3.0168 -0.05 -0.03 -0.11
Cl 0.0682 1.3995 3.2878 0.07 -0.05 0.12
H 1.4338 0.5268 4.9765 0.01 -0.03 0.06
C 0.4442 -1.8408 8.7664 -0.04 -0.05 -0.16
Cl 1.4665 -3.2786 8.8225 0.01 0.01 0.02
Cl 1.1999 -0.5704 7.8063 -0.22 0.17 0.16
Cl -1.1538 -2.2370 8.1326 -0.01 0.01 0.02
H 0.3246 -1.4740 9.7753 0.00 0.02 0.05
C -2.9409 4.3296 3.3085 -0.10 -0.05 -0.05
Cl -3.8380 2.8466 3.6222 0.04 0.05 0.11
Cl -1.5352 4.0043 2.2786 -0.06 0.20 -0.03
Cl -3.9846 5.5469 2.5809 0.07 0.01 0.27
H -2.5758 4.7160 4.2489 0.05 -0.02 0.05
C 5.0666 -0.3593 6.5478 -0.10 -0.22 -0.13
Cl 4.0652 -1.7707 6.8663 0.29 -0.16 -0.05
Cl 6.4326 -0.7697 5.5152 0.01 0.04 -0.02
Cl 4.0943 0.9243 5.8167 0.11 0.19 0.16
H 5.4524 -0.0005 7.4898 0.02 0.06 0.04
C -9.5838 -1.7961 -3.4348 -0.11 0.10 0.03
Cl -10.7495 -1.4033 -4.6991 0.01 -0.01 -0.01
Cl -8.6741 -0.3654 -2.9541 0.06 -0.01 0.01
Cl -10.3897 -2.5219 -2.0432 0.02 -0.03 0.00
H -8.8856 -2.5175 -3.8316 0.04 -0.03 -0.01
C -4.3377 3.0615 -11.8550 -0.01 -0.07 0.04
Cl -3.8636 1.6832 -10.8671 -0.03 0.49 0.06
Cl -4.5751 2.5728 -13.5347 0.02 0.02 -0.01
Cl -5.7964 3.8212 -11.2130 0.02 0.03 0.00
H -3.5390 3.7890 -11.8266 0.04 0.04 -0.01
C -5.5957 -8.0948 -0.0442 0.10 0.01 -0.05
Cl -4.3456 -9.3109 0.2264 -0.01 0.00 0.02
Cl -4.8883 -6.5828 -0.6099 -0.15 -0.23 0.06
Cl -6.8050 -8.6856 -1.1861 -0.03 0.00 0.02
H -6.0886 -7.9047 0.8987 -0.02 0.01 0.05
C 8.4820 0.2885 8.8490 0.01 -0.08 -0.19
Cl 7.4629 -1.1229 9.1643 -0.05 0.09 0.05
Cl 9.8482 -0.1336 7.8185 -0.02 0.11 0.02
Cl 7.5287 1.5784 8.1171 -0.03 0.11 0.03
H 8.8687 0.6462 9.7924 0.00 0.02 0.05
C 10.0882 -4.1298 7.0879 0.01 0.14 -0.02
Cl 11.7241 -3.8553 6.4819 0.01 -0.03 -0.01
Cl 9.9186 -3.5081 8.7272 0.31 -0.13 -0.02
Cl 8.8953 -3.3949 6.0179 -0.04 -0.04 0.02
H 9.9098 -5.1955 7.1108 -0.01 -0.05 0.01
C 6.8263 -6.3037 10.0818 -0.07 0.06 -0.12
Cl 5.1991 -6.8243 9.6454 0.01 -0.01 0.02
Cl 8.0371 -7.1974 9.1562 0.03 -0.01 0.01
Cl 7.0200 -4.5704 9.8395 -0.20 -0.07 0.09
H 6.9793 -6.5181 11.1295 0.02 -0.02 0.04
C -4.6229 6.9854 -1.2839 -0.09 -0.07 -0.04
Cl -4.3818 5.3713 -0.6225 -0.15 0.13 -0.08
Cl -5.1736 6.9022 -2.9577 0.04 0.01 -0.01
Cl -5.7623 7.9016 -0.2946 0.03 0.02 0.02
H -3.6726 7.4998 -1.2676 0.04 0.02 0.00
C 0.5806 3.0684 -10.7953 -0.04 -0.18 -0.08
Cl -0.2744 1.5901 -10.3549 0.16 0.33 0.00
Cl 2.1107 2.6886 -11.5858 0.00 0.06 0.05
Cl -0.4224 4.0859 -11.8375 -0.02 0.04 0.01
H 0.7938 3.6192 -9.8912 -0.01 0.05 -0.02
C 2.9067 5.0447 -8.0295 0.05 -0.07 -0.14
Cl 2.0477 3.5647 -7.5907 -0.01 -0.01 0.10
Cl 4.4347 4.6672 -8.8194 0.00 0.01 0.03
Cl 1.9031 6.0600 -9.0692 -0.02 0.02 0.02
H 3.1192 5.5929 -7.1232 -0.01 0.03 0.05
C 11.0052 4.1483 8.2342 -0.07 0.08 -0.03
Cl 9.8280 4.6625 7.0276 0.01 -0.03 -0.01
Cl 12.0301 5.4951 8.7257 0.01 -0.02 0.00
Cl 10.1949 3.4382 9.6328 0.05 0.01 0.09
H 11.6334 3.3893 7.7905 0.02 -0.05 -0.01
C -1.1356 4.1199 -2.3573 0.08 0.02 -0.09
Cl -2.7542 3.5494 -2.7632 -0.01 -0.21 -0.16
Cl 0.0867 3.2468 -3.2789 0.02 0.01 0.06
Cl -1.0116 5.8585 -2.6341 -0.02 0.01 0.03
H -0.9674 3.9322 -1.3055 -0.01 0.00 0.05

=====

# 2
120
Properties=species:S:1:pos:R:3:forces:R:3 method="wB97M-V/def2-TZVPD" spin_multiplicity=1 e_lumo_ev=-3.128 energy_ev=-93904.3649 charge=+1
C 2.1825 -3.5330 0.5291 -1.73 5.48 -3.70
C 1.8413 -2.3712 -0.0141 2.17 -5.00 2.84
C 1.6589 -0.8384 -0.5087 1.34 -1.17 0.78
C 0.4205 -0.7053 -1.5684 0.46 -0.26 0.35
P 0.1042 -2.5442 -2.0244 -1.16 -1.33 -0.41
C 1.1179 -3.0123 -3.6016 -0.11 -0.27 -0.09
C -1.7333 -2.8414 -2.4790 -1.03 -0.30 -0.38
C -2.7367 -2.6534 -1.1920 0.30 -0.74 -0.54
N -0.6754 -0.1596 -0.6657 0.19 3.74 -0.04
C -0.6663 1.3050 -0.7823 1.64 -3.10 -3.33
N -1.0797 2.2861 0.0380 0.04 -1.77 -1.15
C -1.6557 1.9364 1.3899 0.79 0.18 1.27
C -0.4501 2.1425 2.4569 -0.07 1.59 3.46
O -0.5388 2.7742 3.5551 -0.04 -2.58 -4.99
P -1.0098 4.0398 -0.3519 -0.56 1.82 0.31
C -2.3081 4.2866 -1.7441 -0.14 -1.17 -1.38
C 0.6773 4.5502 -1.0415 1.25 0.27 -1.48
C 0.4869 6.0414 -1.7097 -0.20 -0.22 -0.19
N -0.0596 1.5356 -2.0972 -0.09 0.64 2.23
C 0.5834 0.3745 -2.7893 -0.37 -0.41 2.10
O 1.9729 0.4474 -3.1773 -2.19 1.25 0.24
C 2.2643 1.5956 -4.0225 1.27 0.89 -0.98
C 2.3372 1.2833 -5.6071 1.51 0.23 -0.07
C 3.8405 0.7658 -5.9518 -0.39 0.28 0.28
O 2.1966 2.5852 -6.2849 -0.78 -1.26 0.98
P -0.6670 0.0985 -4.2494 -1.71 0.43 -0.12
S -2.4938 0.5544 -3.6419 0.58 -0.26 -0.24
H 2.3582 -4.6770 0.6009 -0.44 2.74 0.07
H 2.6750 -0.4926 -0.9159 -1.60 -0.56 0.43
H 1.4455 -0.2185 0.4525 0.38 -0.93 -1.79
H 0.3894 -3.1427 -4.4916 1.42 0.36 1.27
H 1.9589 -2.2534 -3.7909 -1.30 -1.16 0.05
H 1.5895 -4.0553 -3.3773 -0.82 1.98 -0.34
H -2.0848 -2.2708 -3.4127 0.25 -0.79 1.48
H -1.8154 -3.9756 -2.7482 0.63 1.97 0.38
H -2.1020 -2.7981 -0.2355 -1.19 0.43 -1.39
H -3.4954 -3.5379 -1.1993 1.31 1.80 0.07
H -3.3020 -1.6537 -1.2330 1.07 -1.50 0.18
H -0.6937 -0.5541 0.2928 0.07 0.28 -0.99
H -2.5224 2.6418 1.6968 1.45 -1.35 -0.80
H -1.9339 0.8222 1.4146 0.10 1.75 -0.06
H 0.5702 1.6474 2.2095 -1.42 0.64 0.02
H -1.9343 3.8865 -2.7742 -0.67 0.76 1.63
H -3.2666 3.6636 -1.5135 1.76 1.18 -0.15
H -2.5971 5.3877 -1.8904 0.62 -1.64 0.54
H 1.0778 3.8892 -1.9001 -0.65 0.90 1.40
H 1.5299 4.5759 -0.2455 -1.92 -0.11 -1.11
H -0.0638 6.7659 -1.0090 0.88 -1.11 -0.95
H 1.5266 6.4985 -1.9722 -1.94 -0.96 0.50
H -0.1491 5.9386 -2.6823 1.26 0.25 1.72
H -0.4116 2.3142 -2.6733 0.15 -0.53 0.79
H 1.5691 2.5004 -3.8811 0.70 -1.47 0.11
H 3.3289 1.9640 -3.7175 -1.99 -0.69 -0.46
H 1.5814 0.5030 -5.9818 0.95 1.20 0.64
H 4.0361 -0.2445 -5.4284 -0.32 1.65 -0.72
H 4.5669 1.5720 -5.5444 -1.12 -1.45 -0.75
H 4.0289 0.6230 -7.0777 -0.52 0.33 1.76
H 1.3328 3.0025 -6.0416 0.92 -0.55 -0.31
H -0.4051 1.0236 -5.3422 0.55 -0.88 0.79
H -0.5959 -1.2228 -4.7981 0.57 0.70 0.24
C -3.5812 -7.8294 0.8504 0.14 -0.04 0.32
C -4.3752 -6.5792 0.5072 0.11 -0.54 -0.47
C -5.4408 -6.8692 -0.5380 -0.27 0.17 0.00
O -3.4887 -5.5756 0.0142 0.09 0.34 0.02
H -3.0636 -8.2186 -0.0329 -0.16 0.00 -0.04
H -2.8113 -7.6035 1.5939 -0.14 0.01 -0.02
H -4.2315 -8.6135 1.2474 0.08 0.03 -0.06
H -4.8456 -6.1826 1.4116 0.18 0.16 -0.12
H -4.9881 -7.2249 -1.4696 0.04 -0.10 0.12
H -5.9959 -5.9592 -0.7836 0.01 -0.09 0.10
H -6.1470 -7.6244 -0.1827 0.05 0.05 -0.08
H -3.0670 -5.9178 -0.7871 -0.12 -0.06 0.24
C 2.6475 3.7479 6.1519 0.06 -0.19 0.21
C 3.3256 3.9693 4.8092 -0.53 0.36 0.18
C 3.2773 5.4326 4.3991 0.22 0.14 -0.16
O 2.6777 3.1771 3.8153 0.01 -0.25 -0.38
H 1.5908 4.0317 6.1078 0.09 0.11 -0.05
H 2.6794 2.6901 6.4286 0.09 0.10 -0.03
H 3.1326 4.3303 6.9399 -0.07 -0.05 -0.05
H 4.3664 3.6369 4.8636 -0.15 -0.11 -0.16
H 2.2424 5.7752 4.2939 0.01 -0.06 0.16
H 3.7578 5.5752 3.4267 0.04 -0.04 0.13
H 3.7812 6.0656 5.1344 -0.07 -0.02 -0.08
H 1.7541 3.4641 3.7595 0.17 -0.06 0.21
C 0.9636 -3.5318 5.1363 -0.24 -0.11 0.15
C 0.3752 -4.8752 4.7347 0.65 0.33 -0.39
C 1.4664 -5.8989 4.4634 -0.07 -0.35 0.08
O -0.4226 -4.7120 3.5631 -0.33 -0.06 -0.17
H 1.5908 -3.1247 4.3356 0.09 -0.14 0.02
H 0.1692 -2.8027 5.3165 0.11 -0.15 0.09
H 1.5681 -3.6204 6.0415 -0.07 0.09 -0.16
H -0.2827 -5.2408 5.5287 -0.11 0.03 -0.22
H 2.1111 -5.5740 3.6396 0.01 0.13 0.11
H 1.0296 -6.8562 4.1644 0.01 0.08 0.10
H 2.0867 -6.0589 5.3495 0.00 0.01 -0.10
H 0.1520 -4.3882 2.8536 -0.11 -0.08 0.24
C -0.1277 -1.2225 8.8415 -0.27 -0.20 0.00
C 1.2599 -1.7304 8.4826 -0.06 0.74 0.14
C 2.3310 -1.0593 9.3278 0.27 -0.18 0.11
O 1.5157 -1.4745 7.1029 0.09 0.08 -0.11
H -0.2083 -0.1453 8.6614 0.12 -0.02 0.10
H -0.8865 -1.7048 8.2183 0.09 -0.03 0.09
H -0.3608 -1.4192 9.8914 -0.01 0.06 -0.08
H 1.3034 -2.8142 8.6266 0.04 0.07 -0.23
H 2.3360 0.0236 9.1647 -0.15 -0.04 0.05
H 3.3239 -1.4252 9.0511 -0.12 -0.03 0.05
H 2.1716 -1.2511 10.3923 0.03 0.06 -0.07
H 1.4794 -0.5171 6.9652 0.03 -0.22 0.12
C -2.9720 5.2505 -8.1139 -0.13 0.28 0.01
C -1.5080 5.0680 -7.7470 -0.45 -0.52 -0.21
C -0.9158 3.8417 -8.4221 0.31 0.00 -0.05
O -1.3879 4.9324 -6.3301 0.30 0.00 0.45
H -3.5667 4.3899 -7.7896 0.11 -0.05 -0.10
H -3.3873 6.1289 -7.6117 0.10 -0.04 -0.10
H -3.0960 5.3734 -9.1931 -0.02 -0.03 0.10
H -0.9423 5.9574 -8.0389 0.00 -0.07 0.27
H -1.4385 2.9317 -8.1079 -0.15 0.09 -0.07
H 0.1339 3.7174 -8.1390 -0.04 0.08 -0.12
H -0.9773 3.9208 -9.5106 0.02 -0.07 0.10
H -1.8866 4.1467 -6.0631 -0.02 0.22 -0.18

=====

# 3
28
Properties=species:S:1:pos:R:3:forces:R:3 method="wB97M-V/def2-TZVPD" spin_multiplicity=1 e_lumo_ev=0.820 energy_ev=-21848.9893
C -3.5621 0.4952 -0.1464 0.41 1.34 -1.83
C -2.5553 1.3253 -0.3828 -0.94 0.95 -2.07
C -0.3519 -1.6832 0.8328 -1.30 -1.30 2.56
C -0.0584 -2.0635 -1.5741 0.59 2.69 -1.88
C 1.9163 0.9335 1.6810 -1.70 -0.85 -0.02
C 2.8641 0.6964 -0.6022 1.41 0.34 0.39
C -1.4036 1.4555 0.4677 3.42 -0.79 -1.57
N 0.0508 -1.1739 -0.3855 0.02 -1.32 -2.66
N 1.7136 0.7698 0.2487 -0.65 1.91 0.40
O 0.4610 0.8657 -1.9611 -0.22 0.14 -2.24
P 0.3290 0.4084 -0.6006 -1.85 2.37 3.80
H -4.4345 0.2078 -0.6574 -0.78 0.69 -1.85
H -3.6681 -0.0114 0.6999 0.63 -2.10 4.08
H -2.5630 1.9678 -1.2995 0.03 -0.80 0.69
H 0.4938 -2.0376 1.4575 -0.26 0.73 0.21
H -1.0496 -0.9460 1.3400 0.96 -1.16 -0.04
H -0.8870 -2.6454 0.6854 -0.23 0.72 -0.02
H 0.0401 -3.1301 -1.3657 0.31 0.32 0.30
H -1.0741 -1.8697 -2.0610 1.40 -0.46 0.31
H 0.8149 -1.6293 -2.2615 -2.15 -1.59 0.91
H 2.8954 1.2989 1.9068 0.36 0.92 -0.05
H 1.0689 1.4480 2.2055 0.92 0.17 -0.70
H 1.9085 -0.0347 2.1370 0.07 -0.96 0.56
H 2.7136 1.0488 -1.5969 -0.47 0.52 -0.53
H 3.7796 1.1914 -0.2301 -0.67 0.04 0.31
H 3.0972 -0.3211 -0.6931 0.93 -1.79 -0.36
H -1.5197 1.0226 1.3902 -0.47 -1.68 2.15
H -1.0194 2.4106 0.7653 0.21 0.94 -0.85

=====

Repeat the third record exactly.
28
Properties=species:S:1:pos:R:3:forces:R:3 method="wB97M-V/def2-TZVPD" spin_multiplicity=1 e_lumo_ev=0.820 energy_ev=-21848.9893
C -3.5621 0.4952 -0.1464 0.41 1.34 -1.83
C -2.5553 1.3253 -0.3828 -0.94 0.95 -2.07
C -0.3519 -1.6832 0.8328 -1.30 -1.30 2.56
C -0.0584 -2.0635 -1.5741 0.59 2.69 -1.88
C 1.9163 0.9335 1.6810 -1.70 -0.85 -0.02
C 2.8641 0.6964 -0.6022 1.41 0.34 0.39
C -1.4036 1.4555 0.4677 3.42 -0.79 -1.57
N 0.0508 -1.1739 -0.3855 0.02 -1.32 -2.66
N 1.7136 0.7698 0.2487 -0.65 1.91 0.40
O 0.4610 0.8657 -1.9611 -0.22 0.14 -2.24
P 0.3290 0.4084 -0.6006 -1.85 2.37 3.80
H -4.4345 0.2078 -0.6574 -0.78 0.69 -1.85
H -3.6681 -0.0114 0.6999 0.63 -2.10 4.08
H -2.5630 1.9678 -1.2995 0.03 -0.80 0.69
H 0.4938 -2.0376 1.4575 -0.26 0.73 0.21
H -1.0496 -0.9460 1.3400 0.96 -1.16 -0.04
H -0.8870 -2.6454 0.6854 -0.23 0.72 -0.02
H 0.0401 -3.1301 -1.3657 0.31 0.32 0.30
H -1.0741 -1.8697 -2.0610 1.40 -0.46 0.31
H 0.8149 -1.6293 -2.2615 -2.15 -1.59 0.91
H 2.8954 1.2989 1.9068 0.36 0.92 -0.05
H 1.0689 1.4480 2.2055 0.92 0.17 -0.70
H 1.9085 -0.0347 2.1370 0.07 -0.96 0.56
H 2.7136 1.0488 -1.5969 -0.47 0.52 -0.53
H 3.7796 1.1914 -0.2301 -0.67 0.04 0.31
H 3.0972 -0.3211 -0.6931 0.93 -1.79 -0.36
H -1.5197 1.0226 1.3902 -0.47 -1.68 2.15
H -1.0194 2.4106 0.7653 0.21 0.94 -0.85